Entry 1:
ORCA calculation (ωB97M-V/def2-TZVPD) on C14H19Cl3CrGeN3O6 as an isolated structure.

Properties
DFT total energy, eV: -154091.613
E_HOMO (alpha / beta), eV: -7.7 / -8.3
M, g mol⁻¹: 556.29
ΔE to the lowest compared entry with this formula, charge and spin, kcal per mole: 23.25
Multiplicity: 6
Frontier orbital gap (alpha / beta), eV: 7.985 / 5.591
LUMO level (alpha / beta), eV: 0.30 / -2.76

XYZ file:
```
47
Properties=species:S:1:pos:R:3:forces:R:3
Cr -0.827 -0.039 0.051 -0.3262 0.2706 0.0401
O 0.772 -1.649 -1.569 -0.0022 0.0658 0.2358
C 1.808 -1.473 -2.499 0.1177 -0.0433 -0.1079
C 2.745 -0.304 -2.164 -0.1012 0.1414 0.0650
N 2.020 0.958 -2.033 -0.0661 -0.0268 0.0245
C 2.095 1.720 -0.825 0.1332 -0.0902 -0.1123
C 1.556 0.878 0.417 0.0002 0.0955 -0.0101
O 2.201 -0.103 0.737 0.1403 0.0248 -0.0005
O 0.472 1.335 0.895 -0.1161 -0.3421 -0.1187
C 1.138 1.337 -3.067 -0.1182 -0.0024 0.0407
C -0.410 0.898 -2.790 0.2584 -0.1521 -0.2209
O -0.987 0.453 -3.752 -0.0608 0.0519 0.0272
O -0.784 1.149 -1.615 -0.0796 0.1154 0.1170
H 1.070 -2.176 -0.807 0.0122 -0.0155 -0.0208
H 1.327 -1.308 -3.465 0.0250 0.0281 -0.0065
H 2.433 -2.367 -2.599 -0.0339 0.0274 0.0579
H 3.463 -0.184 -2.982 0.0157 -0.0320 -0.0098
H 3.275 -0.474 -1.230 -0.0271 -0.0532 -0.0039
H 1.521 2.633 -0.945 0.0426 -0.0244 0.0682
H 3.147 1.919 -0.594 -0.0275 0.0274 -0.0229
H 1.434 0.886 -4.009 -0.0076 0.0381 0.0049
H 1.087 2.424 -3.137 0.0285 -0.0058 -0.0355
C -3.769 -3.092 -0.687 -0.0175 0.0416 0.0377
C -3.312 -1.666 -0.697 0.1904 0.0269 -0.0827
O -2.103 -1.402 -0.774 -0.1125 0.0256 0.0349
N -4.253 -0.714 -0.636 -0.0390 -0.1618 0.0403
C -3.990 0.713 -0.743 -0.0529 0.0670 -0.1471
C -3.726 1.376 0.587 -0.0114 -0.0218 0.0263
C -4.521 2.405 1.063 0.0508 -0.0654 0.0805
C -4.218 2.959 2.299 -0.0532 0.0663 0.0259
C -3.143 2.469 3.017 0.0364 -0.0828 -0.0620
C -2.391 1.444 2.460 -0.0587 0.0392 0.0328
N -2.676 0.916 1.273 0.1581 0.0555 -0.1957
H -2.955 -3.715 -1.044 -0.0050 -0.0153 -0.0163
H -4.661 -3.242 -1.295 -0.0137 0.0152 -0.0021
H -3.977 -3.372 0.347 -0.0014 -0.0236 0.0036
H -5.203 -1.022 -0.513 0.0137 0.0523 -0.0150
H -4.855 1.172 -1.222 0.0348 0.0022 0.0318
H -3.135 0.854 -1.410 -0.0061 -0.0242 0.0846
H -5.359 2.759 0.479 -0.0271 0.0176 -0.0115
H -4.819 3.766 2.697 -0.0143 0.0030 -0.0040
H -2.878 2.869 3.984 0.0025 0.0146 0.0294
H -1.525 1.039 2.971 0.0192 0.0039 -0.0030
Cl -2.282 -2.899 2.519 0.1422 0.1230 -0.0727
Ge -0.426 -1.768 1.903 0.0292 -0.4308 0.1900
Cl 0.430 -1.431 3.892 -0.0021 0.0610 0.0158
Cl 0.846 -3.489 1.188 -0.0699 0.1122 -0.0327
```
Positions in Å, forces in eV/Å.

Entry 2:
ORCA calculation (ωB97M-V/def2-TZVPD) on C14H19ClFeO as an isolated structure.

Properties
DFT total energy, eV: -63783.779
E_HOMO (alpha / beta), eV: -3.8 / -3.4
M, g mol⁻¹: 294.60
Multiplicity: 6
Charge: -1
Frontier orbital gap (alpha / beta), eV: 7.145 / 6.747
LUMO level (alpha / beta), eV: 3.34 / 3.33

XYZ file:
```
36
Properties=species:S:1:pos:R:3:forces:R:3
C -0.876 2.461 0.364 -0.7891 -0.3577 -1.7119
C -2.259 2.044 0.511 0.4807 0.5205 -1.2350
C -2.722 1.606 -0.768 0.9009 1.0044 0.1789
H -2.865 2.169 1.402 0.1903 -0.2224 -0.0970
C -1.641 1.674 -1.700 0.2282 0.7957 1.3922
C -0.492 2.201 -1.004 -1.9187 0.5194 0.7386
H 0.437 2.493 -1.456 0.2858 -0.2905 0.0073
H -0.274 2.959 1.103 0.0912 -0.2311 0.1420
H -3.750 1.352 -1.013 0.3427 -0.2673 0.1634
H -1.703 1.490 -2.765 0.0851 -0.2776 0.1497
Fe -0.736 0.160 0.364 -0.9024 -0.0060 -0.8515
Cl -0.341 0.340 2.546 0.5007 0.2818 1.7111
C -1.023 -2.128 0.293 -0.6596 -0.5361 0.1579
C -1.451 -1.955 -1.064 -0.7085 -0.0079 0.9449
C -2.728 -1.324 -1.039 0.2183 -0.7267 0.7800
H -0.957 -2.372 -1.934 0.0902 0.3763 0.0950
C -3.086 -1.095 0.324 -0.0583 -0.7894 -0.4939
C -2.053 -1.597 1.156 -0.0143 -0.8676 -0.6995
H -2.094 -1.705 2.243 0.1379 0.2758 -0.6229
H -0.168 -2.731 0.633 -0.4281 0.6740 -0.2509
H -3.352 -1.131 -1.911 0.2899 0.2369 0.2495
H -4.037 -0.696 0.689 0.4970 0.0820 -0.2178
C 2.983 -0.157 -1.193 0.2583 -0.1545 0.1354
C 2.294 -0.247 0.180 -0.0994 0.0454 -1.2957
C 2.559 -1.596 0.821 0.1794 -0.3465 0.0482
C 2.887 0.815 1.085 0.2614 0.2298 0.2974
O 0.965 -0.059 -0.196 0.8543 -0.1279 0.4862
H 4.071 -0.300 -1.116 -0.1472 0.0423 -0.2013
H 2.740 0.832 -1.603 0.2357 -0.2410 -0.0171
H 2.524 -0.919 -1.835 0.2749 0.1594 0.0236
H 3.642 -1.729 0.912 -0.0272 -0.0937 0.0102
H 2.140 -1.645 1.828 -0.1876 -0.0136 -0.0720
H 2.163 -2.413 0.211 -0.0323 0.0684 0.0467
H 2.659 1.824 0.738 -0.1113 -0.0030 0.0085
H 2.566 0.691 2.117 -0.2438 0.1470 0.0068
H 3.978 0.688 1.077 -0.0750 0.1014 -0.0071
```
Positions in Å, forces in eV/Å.

Entry 3:
ORCA calculation (ωB97M-V/def2-TZVPD) on an isolated ion of composition C14H19F3N and charge +1.

Properties
DFT total energy, eV: -24462.539
E_HOMO, eV: -12.4
M, g mol⁻¹: 258.31
SMILES string: CC(C)(c1ccccc1)[N@@H+]1CCC[C@@H]1C(F)(F)F
Charge: +1
Frontier orbital gap, eV: 9.503
LUMO level, eV: -2.92

XYZ file:
```
37
Properties=species:S:1:pos:R:3:forces:R:3
C 1.726 -0.983 -0.207 0.4838 -0.0433 -0.1064
C 0.669 -0.352 0.677 1.3165 1.0549 0.5765
C 0.897 -0.833 2.127 0.0865 -0.3356 0.4142
C 0.686 1.225 0.681 0.6522 -0.5759 0.1384
C 0.072 1.937 1.718 -0.5651 0.4387 -0.1399
C -0.017 3.340 1.670 0.2647 -0.4171 -0.2230
C 0.604 4.053 0.636 -0.0713 -0.4743 0.2523
C 1.376 3.352 -0.286 0.1808 -0.3508 0.0804
C 1.471 1.951 -0.224 -0.3972 0.2670 -0.2758
N -0.663 -0.920 0.290 -1.7677 0.2167 -0.6333
C -0.713 -2.447 0.391 -0.3059 -0.3603 0.0460
C -0.846 -3.007 -1.025 -0.1086 -1.0917 -0.2590
C -1.190 -1.875 -1.976 0.0615 0.0936 -0.4128
C -1.475 -0.693 -1.079 -0.1081 -0.8651 0.7743
C -1.473 0.624 -1.790 0.4990 1.9086 -0.2122
F -2.387 0.632 -2.805 1.0450 -0.3019 1.2106
F -1.816 1.616 -0.919 0.3226 -0.6660 -0.8882
F -0.249 0.907 -2.323 -1.2336 -0.2062 0.3639
H 1.521 -0.894 -1.271 -0.0320 0.1701 -0.1005
H 2.682 -0.503 0.000 -0.0302 -0.0518 -0.0580
H 1.861 -2.044 0.027 -0.0740 0.1827 -0.0785
H -0.008 -0.705 2.756 0.5200 -0.0254 -0.2408
H 1.185 -1.904 2.159 -0.1342 0.7256 0.1067
H 1.718 -0.252 2.577 -0.3728 -0.2195 -0.2045
H -0.331 1.413 2.591 -0.1374 0.2393 -0.4440
H -0.567 3.873 2.439 0.1478 -0.1184 -0.0253
H 0.538 5.141 0.599 -0.0350 -0.3270 -0.0413
H 1.920 3.890 -1.065 -0.0612 -0.1773 0.2974
H 2.170 1.443 -0.892 -0.4881 0.1569 -0.0318
H -1.314 -0.539 1.000 0.4374 -0.2087 -0.4096
H -1.608 -2.673 0.986 0.3257 0.0237 -0.1597
H 0.159 -2.876 0.898 -0.4446 0.5592 -0.1018
H 0.039 -3.551 -1.383 -0.0532 0.3045 0.3874
H -1.647 -3.759 -1.019 0.2027 0.2248 0.0017
H -0.415 -1.669 -2.723 0.0231 0.0422 0.3755
H -2.090 -2.110 -2.548 0.0424 0.1365 0.0607
H -2.485 -0.806 -0.692 -0.1914 0.0713 -0.0394
```
Positions in Å, forces in eV/Å.

Entry 4:
ORCA calculation (ωB97M-V/def2-TZVPD) on C14H19IIrN7O as an isolated structure.

Properties
DFT total energy, eV: -38237.243
E_HOMO (alpha / beta), eV: 2.2 / -2.9
M, g mol⁻¹: 620.47
ΔE to the lowest compared entry with this formula, charge and spin, kcal per mole: 0.00
Multiplicity: 5
Charge: -2
Frontier orbital gap (alpha / beta), eV: 1.710 / 6.292
LUMO level (alpha / beta), eV: 3.93 / 3.39

XYZ file:
```
43
Properties=species:S:1:pos:R:3:forces:R:3
C 2.218 -0.109 -3.118 -1.1278 -0.6031 -1.2131
I -2.174 0.138 -2.646 -1.3020 -0.1387 -2.6120
H 1.333 -0.329 -3.754 0.5780 -0.0027 0.0570
H 2.694 -1.087 -2.948 0.0130 0.3621 0.2445
H 2.871 0.578 -3.656 0.2141 -0.0375 0.1997
C -1.204 3.870 0.595 -0.1548 -0.0359 0.1799
C -2.433 3.399 0.317 -0.2442 0.4910 0.8033
N -2.309 2.091 -0.084 0.2450 0.4319 0.0782
C -0.996 1.763 -0.198 0.4626 2.9386 -1.5609
N -0.319 2.846 0.305 -0.8908 0.1338 0.0316
H -0.861 4.811 1.013 -0.1909 -0.2909 -0.2131
H -3.391 3.874 0.452 0.0375 -0.1471 -0.0713
C 1.771 -3.434 -0.098 -0.5145 0.0860 -0.1510
C 0.661 -1.684 -1.004 -0.6299 -1.5172 0.3113
N 1.626 -2.060 -0.104 -0.0966 -0.0451 -0.6687
H 0.567 -4.935 -1.175 0.0501 -0.0787 0.0158
N 0.090 -2.858 -1.398 1.0745 -0.0584 0.0324
H 2.506 -3.916 0.512 0.1424 -0.1149 0.0299
Ir -0.166 0.151 -1.170 1.6625 -0.9811 3.1435
C 1.659 0.514 -1.895 0.9088 2.6365 1.1917
O 2.322 1.352 -1.251 -0.0314 -1.3552 -1.1598
C 0.819 -3.926 -0.914 -0.1532 -0.0843 0.3781
C -1.073 -3.057 -2.239 -0.3945 0.0494 -0.3057
H -1.385 -4.099 -2.130 0.1193 0.1351 -0.0297
H -0.845 -2.858 -3.292 -0.0159 0.0215 0.2069
H -1.912 -2.408 -1.945 0.5547 -0.3562 0.0002
C 2.419 -1.266 0.825 0.1094 0.2301 0.0361
H 3.447 -1.637 0.765 -0.0439 0.1345 0.0678
H 2.050 -1.400 1.853 0.0035 -0.0172 -0.3472
H 2.415 -0.200 0.581 -0.1262 -0.2759 -0.1355
C 1.037 2.961 0.787 0.6205 -0.1591 -0.0845
H 1.336 4.005 0.620 0.1343 -0.3180 0.1717
H 1.699 2.300 0.223 -0.2065 0.2404 0.1144
H 1.109 2.713 1.863 -0.2243 0.1870 -0.3848
C -3.470 1.215 -0.112 -1.2774 0.6796 -0.5346
H -3.247 0.226 0.284 0.0046 0.2034 -0.1532
H -3.911 1.182 -1.117 0.2472 -0.2468 0.4585
H -4.258 1.711 0.463 0.3286 -0.1836 0.4346
N -1.001 -0.173 0.727 1.3037 -0.9661 3.1516
C -0.642 -0.157 1.876 -1.6620 -1.1993 -2.1299
N -0.500 -0.565 3.062 0.4327 0.0821 0.8064
C -0.393 0.064 4.212 0.2172 0.7536 1.1840
N -0.288 0.503 5.296 -0.1774 -0.5839 -1.5741
```
Positions in Å, forces in eV/Å.

Entry 5:
ORCA calculation (ωB97M-V/def2-TZVPD) on one molecule with the formula C14H19N3O2S.

Properties
DFT total energy, eV: -34210.292
E_HOMO, eV: -8.9
M, g mol⁻¹: 293.39
ΔE to the lowest compared entry with this formula, charge and spin, kcal per mole: 399.35
SMILES string: CC[C@@H](NS(=O)(=O)c1cnn(CC)c1)c1ccccc1
Frontier orbital gap, eV: 8.878
LUMO level, eV: -0.01

XYZ file:
```
39
Properties=species:S:1:pos:R:3:forces:R:3
C -3.988 -1.612 0.385 -2.3122 1.4297 -2.9403
C -3.364 -0.325 0.901 -4.4077 -0.8529 -1.3257
C -2.431 0.158 -0.141 -4.9945 7.7163 3.1373
N -2.057 1.501 0.649 -1.7550 2.4067 2.1609
S -1.126 2.382 -0.253 2.5291 6.6076 -9.5299
O -1.318 2.207 -1.918 0.2894 -0.9312 6.4475
O -1.239 3.895 -0.088 -0.0561 -4.1186 1.6198
C 0.623 1.909 -0.032 -9.9250 6.5156 10.1959
C 1.281 2.128 1.240 6.1433 -7.8527 -11.6694
N 2.492 1.352 0.983 -3.8539 5.5136 6.4514
N 2.494 1.221 -0.265 6.0056 -4.1307 2.2153
C 3.772 0.527 -0.497 2.1813 0.6699 -6.6514
C 4.370 -0.683 0.384 5.5252 16.8087 4.6685
C 1.429 1.559 -0.859 4.2359 -4.3468 -11.0954
C -1.250 -0.379 -0.397 6.8756 -2.9588 10.9970
C -0.352 -0.808 0.928 -1.2359 -1.3414 -2.0968
C 0.688 -1.824 0.793 -4.3168 6.6099 2.3175
C 1.027 -2.014 -0.475 3.8246 -5.8132 -0.6544
C 0.112 -1.928 -1.425 4.9331 -3.3090 -7.5123
C -0.888 -1.121 -1.322 -5.2024 1.3986 -10.1968
H -4.449 -1.421 -0.851 1.6593 -0.7914 3.8252
H -3.232 -2.311 0.451 1.4630 -2.0347 -0.7250
H -4.820 -2.004 0.957 -0.2472 0.2476 0.1503
H -2.925 -0.421 1.860 0.6250 -0.2576 0.8207
H -4.289 0.354 1.009 1.7639 -0.2886 -0.1683
H -2.848 0.729 -0.945 -1.0345 -1.1364 -1.3767
H -2.814 2.214 1.128 2.1004 -2.6164 -1.7664
H 0.895 2.430 2.000 -3.8714 3.2808 9.3777
H 3.628 0.148 -1.713 0.8029 0.9046 3.2171
H 4.471 1.453 -0.531 -0.5638 -2.0138 -0.0703
H 5.262 -0.949 0.084 4.4358 -1.1826 -1.7367
H 3.731 -1.237 0.304 -12.1008 -11.8498 -0.5785
H 4.404 -0.055 1.446 0.0236 -2.4977 -2.3604
H 1.379 1.221 -1.856 -0.7010 0.2499 -1.1854
H -0.706 -0.468 1.903 0.3793 0.0777 -0.2579
H 1.277 -1.978 1.631 1.0785 -0.7675 1.3919
H 1.883 -2.779 -0.536 -0.8706 1.4467 -0.7676
H 0.404 -2.330 -2.631 -0.9073 1.0416 3.9446
H -1.528 -0.742 -2.299 1.4813 -1.8338 1.7272
```
Positions in Å, forces in eV/Å.